82
Properties=species:S:1:pos:R:3:lowdin_charge:R:1 method="wB97M-V/def2-TZVPD" charge=+1 spin_multiplicity=6 e_above_lowest_ev=3.174 gap_ev="8.2688 / 5.7282" homo_ev="-11.41 / -11.41" s_squared=8.767 e_lumo_ev="-3.15 / -5.69"
Fe 0.249 -17.111 -9.376 1.15
C -0.272 -21.519 -9.624 -0.07
C 0.524 -20.288 -9.909 -0.36
O -0.097 -19.039 -9.903 -0.15
H 0.520 -22.216 -9.350 0.09
H -0.894 -21.807 -10.471 0.09
H -0.967 -21.330 -8.805 0.08
H 1.022 -20.585 -10.832 0.13
H 1.385 -20.278 -9.241 0.11
F -0.704 -16.402 -11.034 -0.40
C 1.402 -13.536 -7.516 -0.03
C 0.080 -14.136 -8.003 -0.44
C -0.907 -13.046 -8.510 -0.03
O 0.386 -14.915 -9.123 -0.12
H 1.790 -12.864 -8.282 0.09
H 2.057 -14.386 -7.327 0.08
H 1.366 -13.047 -6.542 0.09
H -0.460 -14.654 -7.211 0.12
H -1.804 -13.317 -9.068 0.06
H -0.355 -12.401 -9.194 0.08
H -1.276 -12.325 -7.780 0.09
H 0.700 -14.347 -9.831 0.10
C 1.995 -15.972 -12.869 -0.02
C 2.210 -17.170 -11.884 -0.48
C 3.594 -17.785 -11.912 -0.03
O 2.025 -16.745 -10.578 -0.11
H 2.044 -16.224 -13.929 0.09
H 2.811 -15.259 -12.750 0.09
H 0.983 -15.604 -12.697 0.05
H 1.454 -17.927 -12.091 0.12
H 4.423 -17.079 -11.964 0.09
H 3.615 -18.364 -12.835 0.09
H 3.674 -18.499 -11.092 0.09
H 2.808 -16.201 -10.469 0.12
C -2.050 -12.098 -12.712 -0.04
C -1.078 -13.235 -12.789 -0.55
C -0.063 -12.975 -13.875 -0.03
O -0.454 -13.577 -11.620 -0.05
H -1.464 -11.260 -12.334 0.09
H -2.856 -12.359 -12.027 0.07
H -2.565 -11.830 -13.635 0.09
H -1.623 -14.156 -12.995 0.13
H 0.624 -13.820 -13.839 0.05
H 0.476 -12.046 -13.686 0.09
H -0.491 -12.987 -14.877 0.09
H -0.940 -14.362 -11.355 0.04
C -4.056 -15.211 -10.199 0.00
C -4.336 -14.721 -8.743 -0.45
C -5.764 -14.832 -8.233 -0.05
O -3.592 -15.505 -7.835 -0.08
H -2.998 -15.208 -10.463 0.05
H -4.581 -14.526 -10.865 0.09
H -4.408 -16.241 -10.238 0.10
H -4.045 -13.690 -8.540 0.13
H -6.390 -14.467 -9.048 0.09
H -5.935 -14.151 -7.400 0.09
H -6.259 -15.778 -8.011 0.09
H -4.017 -15.261 -7.010 0.10
C -1.863 -17.138 -5.825 -0.05
C -1.646 -17.792 -7.116 -0.46
C -2.820 -18.715 -7.406 -0.04
O -1.500 -16.940 -8.272 -0.12
H -1.304 -16.206 -5.742 0.08
H -1.579 -17.783 -4.993 0.11
H -2.906 -16.837 -5.734 0.08
H -0.780 -18.440 -6.979 0.14
H -3.838 -18.348 -7.278 0.08
H -2.825 -19.445 -6.596 0.09
H -2.818 -19.159 -8.402 0.09
H -2.286 -16.389 -8.259 0.05
C -1.437 -16.642 -15.159 -0.04
C -2.266 -17.558 -14.229 -0.49
C -1.622 -18.848 -13.699 -0.04
O -2.592 -16.741 -13.168 -0.08
H -0.540 -16.211 -14.714 0.06
H -2.010 -15.768 -15.466 0.08
H -1.252 -17.179 -16.090 0.08
H -3.202 -17.752 -14.753 0.14
H -2.156 -19.435 -12.951 0.08
H -0.593 -18.691 -13.376 0.06
H -1.600 -19.437 -14.616 0.08
H -1.840 -16.741 -12.570 0.03

97
Properties=species:S:1:pos:R:3:lowdin_charge:R:1 method="wB97M-V/def2-TZVPD" charge=0 spin_multiplicity=4 gap_ev="3.7151 / 9.5302" homo_ev="-3.46 / -9.81" s_squared=3.754 e_lumo_ev="0.26 / -0.28"
Ni -11.445 9.120 -4.444 0.72
C -12.616 13.239 -4.322 -0.64
F -13.456 14.294 -4.343 0.14
F -12.068 13.113 -5.503 0.13
F -11.632 13.487 -3.446 0.13
S -13.533 11.616 -3.853 0.77
O -13.151 11.293 -2.483 -0.32
O -14.972 12.016 -4.043 -0.29
N -12.811 10.457 -4.930 -0.34
S -13.547 10.666 -6.313 0.60
O -14.004 12.028 -6.759 -0.30
O -12.813 9.989 -7.313 -0.30
C -15.231 9.496 -6.322 -0.66
F -14.977 8.326 -6.832 0.15
F -15.742 9.275 -5.098 0.12
F -16.037 10.056 -7.137 0.19
C -18.068 13.014 -6.781 -0.07
C -19.503 13.336 -6.389 -0.36
O -19.662 14.646 -5.959 -0.07
H -17.605 13.020 -5.794 0.07
H -17.586 13.781 -7.387 0.08
H -17.979 12.002 -7.177 0.06
H -19.903 12.729 -5.576 0.11
H -20.162 13.190 -7.245 0.11
H -19.339 14.777 -5.064 0.09
C -9.593 10.968 -0.688 -0.07
C -9.765 9.811 -1.665 -0.30
O -10.910 9.852 -2.485 -0.17
H -9.860 11.895 -1.196 0.07
H -8.620 11.169 -0.239 0.08
H -10.270 10.725 0.131 0.08
H -9.693 8.829 -1.197 0.11
H -8.906 9.917 -2.327 0.09
H -11.496 10.461 -2.031 0.04
C -13.435 6.970 -1.568 -0.08
C -13.672 8.175 -2.455 -0.25
O -12.941 7.803 -3.640 -0.19
H -13.681 6.032 -2.066 0.07
H -14.166 6.949 -0.759 0.08
H -12.465 6.740 -1.127 0.08
H -13.249 9.077 -2.014 0.08
H -14.681 8.456 -2.759 0.12
H -13.197 6.902 -3.853 0.08
C -11.839 6.817 -8.533 -0.02
C -10.848 7.043 -7.297 -0.25
O -11.569 7.646 -6.234 -0.21
H -12.064 7.717 -9.105 0.07
H -12.658 6.271 -8.064 0.07
H -11.328 6.090 -9.165 0.06
H -10.044 7.758 -7.471 0.08
H -10.349 6.257 -6.730 0.11
H -12.342 7.092 -6.102 0.06
C -13.627 15.510 -8.025 -0.08
C -13.131 16.659 -7.168 -0.33
O -14.099 17.712 -7.160 -0.08
H -13.910 15.703 -9.060 0.08
H -14.486 15.089 -7.503 0.07
H -12.825 14.773 -7.987 0.06
H -12.191 17.013 -7.590 0.10
H -12.886 16.364 -6.148 0.10
H -13.799 18.415 -6.579 0.07
C -16.417 10.007 -10.785 -0.07
C -14.930 10.166 -11.119 -0.35
O -14.771 11.374 -11.739 -0.08
H -17.016 10.203 -11.675 0.08
H -16.731 10.674 -9.982 0.07
H -16.573 8.980 -10.453 0.07
H -14.689 9.439 -11.894 0.11
H -14.196 10.143 -10.314 0.10
H -14.294 11.304 -12.570 0.09
C -9.578 11.700 -7.317 -0.04
C -9.572 10.238 -6.900 -0.26
O -9.867 10.228 -5.499 -0.16
H -10.600 12.071 -7.396 0.07
H -9.072 11.683 -8.282 0.07
H -8.911 12.284 -6.682 0.06
H -8.699 9.638 -7.157 0.12
H -10.398 9.747 -7.414 0.08
H -9.145 10.595 -4.983 0.03
C -11.512 12.006 -10.263 -0.09
C -10.486 11.219 -11.007 -0.35
O -11.047 10.145 -11.679 -0.05
H -11.868 11.524 -9.352 0.06
H -12.395 12.323 -10.818 0.08
H -10.953 12.907 -10.010 0.08
H -9.646 10.990 -10.351 0.10
H -10.069 11.899 -11.750 0.11
H -11.966 10.401 -11.780 0.06
C -7.295 13.710 -4.514 -0.07
C -8.168 12.541 -4.046 -0.36
O -7.599 11.400 -4.530 -0.07
H -7.868 14.634 -4.593 0.08
H -7.003 13.403 -5.518 0.08
H -6.454 14.050 -3.909 0.08
H -9.204 12.716 -4.335 0.10
H -8.233 12.608 -2.960 0.11
H -6.765 11.442 -4.055 0.12

86
Properties=species:S:1:pos:R:3:lowdin_charge:R:1 method="wB97M-V/def2-TZVPD" charge=0 e_above_lowest_ev=1.266 gap_ev=9.2354 homo_ev=-8.88 smiles=COCCNCCOC.COCCNCCOC.OCCO.OCCO.CCO.CCO e_lumo_ev=0.35
C -1.267 5.134 -5.033 -0.07
O -2.152 4.028 -4.634 -0.18
C -2.381 4.089 -3.244 -0.25
C -3.788 3.664 -2.834 -0.21
N -3.721 3.206 -1.476 -0.10
C -4.930 2.538 -1.119 -0.19
C -4.910 1.993 0.308 -0.41
O -5.834 1.382 0.805 -0.09
C -6.926 2.165 1.195 -0.05
H -0.384 5.207 -4.339 0.11
H -1.820 6.081 -5.165 0.09
H -1.035 4.813 -6.020 0.07
H -2.255 5.137 -2.930 0.12
H -1.643 3.555 -2.710 0.10
H -4.117 2.835 -3.463 0.12
H -4.466 4.535 -3.019 0.14
H -3.547 4.086 -0.956 0.15
H -5.044 1.711 -1.848 0.13
H -5.777 3.200 -1.318 0.12
H -4.621 2.747 1.029 0.12
H -3.982 1.380 0.273 0.12
H -6.688 3.008 1.766 0.08
H -7.524 1.473 1.760 0.10
H -7.508 2.501 0.373 0.08
C 0.261 -3.606 -0.007 -0.14
O 1.154 -4.216 0.901 -0.18
C 2.134 -3.256 1.494 -0.15
C 2.811 -3.873 2.713 -0.24
N 3.712 -3.031 3.472 -0.06
C 4.134 -3.733 4.676 -0.21
C 5.160 -2.891 5.417 -0.38
O 5.411 -2.932 6.671 -0.12
C 6.470 -1.977 6.953 -0.06
H -0.282 -4.266 -0.741 0.10
H 0.734 -3.029 -0.726 0.02
H -0.538 -2.941 0.438 0.09
H 1.512 -2.432 1.806 0.09
H 2.855 -2.968 0.713 0.12
H 3.478 -4.654 2.253 0.13
H 2.098 -4.443 3.336 0.12
H 3.161 -2.238 3.893 0.14
H 4.519 -4.709 4.521 0.11
H 3.335 -3.826 5.436 0.13
H 4.985 -1.881 5.176 0.10
H 6.071 -3.227 4.913 0.13
H 6.267 -1.065 6.427 0.07
H 7.455 -2.339 6.579 0.10
H 6.731 -1.714 7.970 0.08
O 3.050 -0.332 -0.516 -0.04
C 2.002 0.316 -1.266 -0.24
C 1.491 1.463 -0.545 -0.33
O 0.442 2.083 -1.151 -0.05
H 3.653 0.382 -0.368 0.07
H 2.190 0.739 -2.239 0.12
H 1.320 -0.500 -1.530 0.11
H 2.261 2.148 -0.292 0.13
H 1.112 1.146 0.384 0.08
H -0.330 1.518 -1.380 0.06
O -1.722 2.194 0.986 -0.06
C -0.988 1.602 1.912 -0.37
C -0.918 0.272 1.460 -0.29
O -0.230 -0.522 2.405 -0.06
H -1.561 3.182 1.030 0.15
H -0.012 2.035 1.996 0.12
H -1.484 1.837 2.929 0.16
H -0.479 0.084 0.483 0.11
H -1.957 -0.105 1.497 0.14
H -0.741 -0.360 3.215 0.09
C 2.578 -1.730 -4.047 -0.12
C 2.825 -2.797 -3.156 -0.37
O 4.171 -3.260 -3.137 -0.07
H 1.514 -1.568 -3.988 0.08
H 2.725 -1.890 -5.106 0.09
H 3.162 -0.849 -3.851 0.08
H 2.118 -3.600 -3.462 0.14
H 2.573 -2.564 -2.149 0.08
H 4.703 -2.439 -2.912 0.11
C -1.944 -1.368 -2.119 -0.08
C -2.769 -0.180 -2.203 -0.31
O -1.931 0.956 -1.968 -0.13
H -1.049 -1.159 -2.676 0.07
H -2.436 -2.384 -2.483 0.14
H -1.591 -1.414 -1.130 0.03
H -3.507 -0.013 -1.448 0.09
H -3.215 0.049 -3.202 0.13
H -2.367 1.780 -1.662 0.05